Record 1
{"formula": "C51H27I4InN6O6", "method": "ωB97M-V/def2-TZVPD", "elements": ["In", "I", "C", "C", "C", "C", "C", "C", "C", "C", "C", "C", "C", "C", "C", "C", "C", "C", "I", "C", "C", "C", "N", "C", "C", "C", "C", "C", "C", "I", "C", "C", "C", "C", "C", "C", "N", "C", "C", "C", "C", "C", "N", "C", "C", "C", "C", "I", "C", "C", "C", "C", "N", "H", "H", "H", "H", "H", "H", "H", "H", "H", "H", "H", "H", "H", "H", "H", "H", "H", "H", "H", "H", "H", "H", "H", "H", "O", "C", "O", "C", "C", "C", "C", "C", "C", "N", "O", "O", "N", "O", "O", "H", "H", "H"], "xyz": [[-0.58, -0.21, 0.24], [-6.68, -7.02, -3.57], [-5.39, -5.60, -2.73], [-5.35, -4.32, -3.26], [-4.49, -3.39, -2.69], [-3.68, -3.72, -1.62], [-3.73, -5.02, -1.11], [-4.58, -5.96, -1.66], [-2.75, -2.71, -1.01], [-3.34, -1.65, -0.33], [-4.75, -1.50, -0.07], [-4.92, -0.32, 0.57], [-3.61, 0.28, 0.74], [-3.33, 1.44, 1.52], [-4.28, 2.60, 1.43], [-4.09, 3.80, 2.14], [-4.96, 4.87, 2.02], [-6.03, 4.80, 1.14], [-7.34, 6.41, 0.95], [-6.18, 3.68, 0.34], [-5.30, 2.62, 0.47], [-2.18, 1.48, 2.34], [-1.02, 0.81, 2.08], [-0.11, 1.11, 3.06], [1.25, 0.81, 3.05], [2.08, 1.39, 4.15], [2.31, 2.76, 4.22], [3.09, 3.31, 5.24], [3.65, 2.47, 6.19], [4.82, 3.28, 7.71], [3.44, 1.10, 6.14], [2.66, 0.57, 5.12], [1.93, 0.03, 2.09], [3.36, -0.16, 2.02], [3.60, -0.97, 0.95], [2.32, -1.31, 0.38], [1.35, -0.65, 1.08], [2.09, -2.23, -0.65], [0.82, -2.68, -1.06], [0.57, -3.80, -1.93], [-0.78, -3.96, -1.99], [-1.37, -2.94, -1.17], [-0.38, -2.19, -0.62], [3.26, -2.80, -1.37], [3.45, -2.51, -2.72], [4.54, -3.00, -3.41], [5.46, -3.80, -2.74], [7.11, -4.55, -3.77], [5.29, -4.11, -1.40], [4.19, -3.60, -0.72], [-0.78, 1.89, 4.07], [-2.04, 2.12, 3.64], [-2.69, -0.55, 0.20], [-5.98, -4.05, -4.09], [-4.45, -2.38, -3.09], [-3.10, -5.29, -0.28], [-4.62, -6.96, -1.26], [-5.50, -2.23, -0.30], [-5.84, 0.06, 0.98], [-3.23, 3.95, 2.76], [-4.78, 5.77, 2.59], [-6.97, 3.64, -0.41], [-5.40, 1.81, -0.23], [1.87, 3.41, 3.47], [3.26, 4.38, 5.28], [3.88, 0.45, 6.88], [2.49, -0.50, 5.07], [4.08, 0.27, 2.69], [4.56, -1.31, 0.59], [1.33, -4.39, -2.42], [-1.33, -4.71, -2.55], [2.73, -1.88, -3.23], [4.68, -2.76, -4.45], [6.01, -4.74, -0.89], [4.05, -3.85, 0.33], [-0.36, 2.19, 5.02], [-2.83, 2.59, 4.20], [0.17, 2.05, -0.30], [0.58, 1.56, -1.36], [0.19, 0.42, -1.77], [1.68, 2.22, -2.14], [1.55, 3.50, -2.65], [2.62, 4.05, -3.33], [3.82, 3.39, -3.51], [3.91, 2.12, -2.97], [2.86, 1.52, -2.31], [5.18, 1.38, -3.13], [5.26, 0.29, -2.61], [6.07, 1.92, -3.75], [2.49, 5.42, -3.89], [1.43, 5.98, -3.74], [3.47, 5.90, -4.43], [0.65, 4.08, -2.51], [4.64, 3.84, -4.04], [2.98, 0.51, -1.92]], "mulliken_charge": [2.33, 0.10, -0.01, -0.79, 0.05, -0.77, -0.04, -0.77, 1.62, 0.21, -1.34, -1.53, 0.82, 0.09, 0.76, -0.38, -1.07, -0.03, 0.09, -0.91, -0.54, 0.56, -0.29, 0.38, 1.44, -0.80, 0.02, -0.78, -0.05, 0.10, -0.71, -0.01, 0.10, -1.46, -1.17, 0.72, -0.39, 1.12, 0.66, -1.37, -1.51, 0.11, -0.57, -0.38, -0.32, -0.76, -0.16, 0.09, -0.78, -0.13, -1.39, -1.44, -0.47, 0.38, 0.50, 0.48, 0.38, 0.58, 0.75, 0.58, 0.39, 0.39, 0.56, 0.54, 0.38, 0.38, 0.48, 0.57, 0.65, 0.54, 0.54, 0.58, 0.42, 0.43, 0.55, 0.59, 0.83, -0.71, 0.93, -0.80, 0.03, -0.51, -0.20, -0.56, -0.14, 0.16, 1.05, -0.59, -0.63, 1.04, -0.61, -0.61, 0.61, 0.63, 0.21], "e_homo_ha": [-0.2667, -0.2667], "homo_lumo_gap_ev": [5.268, 5.267]}

***

Record 2
{"formula": "C51H28Cl5N4O2Rh", "method": "ωB97M-V/def2-TZVPD", "elements": ["Rh", "Cl", "C", "C", "C", "C", "C", "C", "C", "C", "C", "C", "C", "C", "C", "C", "C", "C", "Cl", "C", "C", "C", "N", "C", "C", "C", "C", "C", "C", "Cl", "C", "C", "C", "C", "C", "C", "N", "C", "C", "C", "C", "C", "N", "C", "C", "C", "C", "Cl", "C", "C", "C", "C", "N", "H", "H", "H", "H", "H", "H", "H", "H", "H", "H", "H", "H", "H", "H", "H", "H", "H", "H", "H", "H", "H", "H", "H", "H", "Cl", "C", "C", "C", "C", "C", "C", "C", "O", "O", "H", "H", "H", "H"], "xyz": [[-3.15, 2.77, 19.79], [-2.78, -6.50, 21.19], [-2.99, -4.85, 20.68], [-1.78, -4.15, 20.67], [-1.78, -2.71, 20.41], [-3.02, -2.04, 20.23], [-4.32, -2.81, 20.23], [-4.31, -4.19, 20.48], [-2.95, -0.66, 19.90], [-2.46, 0.00, 18.79], [-1.83, -0.73, 17.77], [-1.34, 0.18, 16.96], [-1.82, 1.45, 17.46], [-1.41, 2.57, 16.74], [-0.58, 2.60, 15.58], [0.79, 2.41, 15.67], [1.67, 2.33, 14.52], [1.04, 2.51, 13.29], [2.04, 2.53, 11.79], [-0.30, 2.90, 13.11], [-1.07, 2.97, 14.30], [-2.07, 3.97, 17.22], [-2.87, 4.20, 18.28], [-3.35, 5.36, 18.19], [-3.95, 6.06, 19.15], [-4.30, 7.53, 18.93], [-5.08, 7.91, 17.88], [-5.30, 9.28, 17.72], [-4.54, 10.25, 18.34], [-5.06, 11.96, 18.00], [-3.64, 9.76, 19.36], [-3.61, 8.48, 19.66], [-4.14, 5.56, 20.53], [-4.40, 6.33, 21.67], [-4.16, 5.54, 22.82], [-3.75, 4.37, 22.28], [-3.78, 4.31, 21.02], [-3.46, 3.25, 23.31], [-3.37, 1.81, 22.72], [-3.34, 0.52, 23.41], [-3.28, -0.46, 22.46], [-3.30, 0.18, 21.26], [-3.29, 1.63, 21.36], [-4.56, 3.13, 24.33], [-4.34, 2.89, 25.66], [-5.50, 2.59, 26.50], [-6.75, 2.64, 25.97], [-8.12, 2.14, 26.92], [-6.94, 2.81, 24.61], [-5.87, 3.12, 23.81], [-2.73, 5.99, 17.03], [-1.78, 5.09, 16.54], [-2.47, 1.27, 18.63], [-0.81, -4.66, 20.82], [-0.84, -2.27, 20.29], [-5.33, -2.35, 20.22], [-5.10, -4.92, 20.48], [-1.46, -1.76, 17.65], [-0.84, -0.15, 16.07], [1.26, 2.07, 16.48], [2.76, 2.14, 14.61], [-0.54, 3.04, 12.07], [-2.16, 3.22, 14.12], [-5.73, 7.22, 17.37], [-6.11, 9.60, 17.14], [-2.99, 10.43, 19.92], [-2.92, 8.18, 20.43], [-4.80, 7.36, 21.49], [-4.15, 5.59, 23.92], [-3.36, 0.35, 24.50], [-3.09, -1.52, 22.58], [-3.33, 2.93, 26.04], [-5.34, 2.36, 27.59], [-7.96, 2.86, 24.17], [-5.98, 3.23, 22.82], [-2.92, 7.03, 16.77], [-1.04, 5.26, 15.87], [3.94, 4.58, 26.63], [2.54, 4.34, 25.73], [2.55, 3.82, 24.44], [1.35, 3.46, 23.81], [0.12, 3.55, 24.41], [0.10, 4.07, 25.71], [1.29, 4.45, 26.34], [-1.01, 3.41, 23.38], [-2.11, 3.35, 24.05], [-0.88, 3.33, 22.16], [3.51, 3.65, 23.97], [1.35, 3.18, 22.71], [-0.80, 4.22, 26.20], [1.17, 4.92, 27.36]], "mulliken_spin": [1.20, 0.00, 0.01, 0.00, 0.03, 0.04, 0.02, 0.00, 0.17, 0.14, -0.02, 0.05, 0.06, 0.11, 0.00, 0.02, 0.00, 0.01, 0.00, 0.00, 0.03, 0.38, 0.02, 0.09, 0.30, 0.06, 0.04, 0.00, 0.02, 0.00, -0.01, 0.04, 0.14, 0.19, -0.03, 0.30, -0.07, -0.08, 0.22, 0.02, 0.07, 0.03, -0.06, 0.09, 0.02, 0.00, 0.01, 0.00, 0.00, -0.02, 0.41, -0.10, 0.07, 0.00, 0.00, 0.00, 0.00, 0.00, 0.00, 0.00, 0.00, 0.00, 0.00, 0.00, 0.00, 0.00, 0.00, 0.01, -0.01, 0.00, 0.00, 0.00, 0.00, 0.00, 0.00, 0.01, -0.01, 0.00, 0.00, 0.00, 0.00, 0.00, 0.00, 0.00, -0.01, 0.01, 0.01, 0.00, 0.00, 0.00, 0.00], "spin_multiplicity": 5, "e_homo_ha": [-0.2195, -0.2856], "homo_lumo_gap_ev": [5.536, 4.634]}

***

Going through the records in order, we get max |F| values of 0.4; 7.4 eV Å⁻¹.
Going through the records in order, we get electronic energy values of -112124.379; -129009.204 eV.